Record 1
ORCA calculation (ωB97M-V with the def2-TZVPD basis set) on a structure of composition C61H127F3N6O9Y.

Computed properties:
2S+1: 2
Maximum force in Eh/bohr: 0.0650
HOMO energy (alpha / beta) in eV: -4.48 / -7.87
Orbital gap (alpha / beta) in eV: 4.98 / 8.13

```
207
Properties=species:S:1:pos:R:3:forces:R:3:mulliken_spin:R:1
Y 1.936207 5.740915 5.639360 0.3032 2.2736 -1.5254 1.056
C 5.604014 6.576183 2.719029 -0.3334 -0.3745 -0.0647 0.005
C 4.379989 7.366295 3.283262 -0.2145 -0.8074 -0.0393 -0.019
C 3.502223 7.971672 2.158085 1.0283 0.0139 0.2333 0.004
O 3.621876 6.608173 4.208819 -0.9021 -0.4880 0.6315 -0.050
H 6.207075 7.120402 1.992221 -0.3135 0.4030 -0.2307 0.000
H 5.304896 5.640255 2.247154 -0.3035 -0.0660 -0.1526 -0.007
H 6.347166 6.270857 3.455640 -0.3291 0.1707 0.5584 0.001
H 4.857053 8.227026 3.751921 -0.1381 0.3705 0.5790 -0.003
H 3.034124 7.232470 1.508049 -0.2267 -0.1899 0.1954 -0.001
H 4.177004 8.547872 1.525010 -0.0235 0.1429 -0.1794 -0.002
H 2.791302 8.693457 2.560224 -0.2638 -0.2869 0.0946 0.002
C -0.760018 6.671189 4.322506 1.1097 -1.6719 2.6754 0.085
O 0.281144 5.844673 3.756461 -0.7709 0.3242 -1.9406 -0.087
O -0.178446 6.848285 5.598977 -0.6034 0.6901 -1.5602 0.056
C -1.184105 7.901947 3.420980 0.5562 0.4382 0.4772 -0.007
F -1.980318 8.813916 4.047864 1.0199 -0.7214 0.1289 0.000
F -0.027458 8.496047 3.036231 -0.8481 0.2220 -0.1461 -0.001
F -1.913134 7.594812 2.312364 0.9169 -0.4752 0.5331 0.000
C 0.234665 5.469704 2.356458 0.1221 0.2113 0.6599 -0.047
C 1.257373 4.451156 2.210305 1.6556 -1.0621 -1.2073 0.032
H 1.143746 3.505775 2.740822 -0.1445 0.3259 0.5428 0.027
H 1.185815 4.156280 1.163389 0.4781 -0.0387 -0.2227 0.065
H 2.215388 4.938916 2.390332 0.4115 -0.5317 0.1112 -0.031
H 0.560256 6.320542 1.757988 -0.5092 0.2127 -0.0714 0.002
H -0.646227 4.980273 1.941017 -1.0047 0.8148 0.7755 -0.005
H -1.601834 5.982805 4.397135 -0.6955 0.3347 -0.0954 0.015
C 4.707622 4.360277 -2.042896 -0.3642 -0.9462 -0.7524 0.000
C 3.692928 3.550092 -2.929243 0.3388 -1.7683 0.8220 0.000
C 3.162013 2.238160 -2.077743 0.8239 0.8273 -0.3788 0.000
C 2.017825 2.520739 -1.118191 0.2863 0.1866 -0.7775 0.001
C 0.947970 3.303963 -1.844833 -1.1132 0.9374 0.9625 -0.001
C 1.400663 4.691164 -2.408983 -0.0305 -0.0014 -0.4009 0.000
N 2.609227 4.440978 -3.254282 -2.4432 -1.2415 0.0794 0.000
O 2.990326 5.513931 -4.074311 0.2122 -0.0600 0.2222 0.000
C 0.208952 5.206500 -3.329081 1.0229 0.5720 -0.0106 0.000
C 1.609662 5.736328 -1.234573 -0.0223 -0.3630 -0.3202 0.000
C 4.340604 2.934374 -4.295105 -0.0131 1.4285 2.0622 0.000
H 5.298083 3.665909 -1.445144 0.4495 0.2111 -0.1725 0.000
H 4.164302 5.007325 -1.354255 -0.0386 -0.0728 -0.0781 0.000
H 5.290293 4.987696 -2.717389 0.3254 0.0046 0.2774 0.000
H 2.954325 1.383445 -2.721502 -0.6021 0.3820 -0.5574 0.000
H 3.987637 1.806549 -1.511935 0.4934 0.5090 0.1021 0.000
H 2.360744 3.100214 -0.261031 0.2058 0.2416 -0.0807 0.000
H 1.628460 1.611292 -0.660595 -0.1033 -0.2040 -0.2578 0.000
H 0.165061 3.469765 -1.104797 -0.0689 0.7573 0.4705 0.000
H 0.283256 2.780073 -2.531711 0.9665 -0.4673 -0.7880 0.000
H -0.210060 4.455547 -3.998868 -0.0579 -0.4127 0.4878 0.000
H -0.558268 5.730603 -2.759169 -0.1752 -0.5533 0.3005 0.000
H 0.504063 5.983269 -4.034525 0.6367 0.1264 0.1554 0.000
H 2.225325 5.439432 -0.385515 0.0616 -0.7180 -0.1435 0.002
H 2.101918 6.662835 -1.530148 -0.3115 0.0881 -0.5757 -0.001
H 0.630927 5.956929 -0.808532 -0.0626 0.2096 -0.0749 0.000
H 5.238450 2.376667 -4.028759 -0.1152 -0.2662 0.0933 0.000
H 4.714059 3.779205 -4.873811 -0.2029 -0.0607 -0.3249 0.000
H 3.643485 2.305394 -4.848743 -0.0480 0.1930 0.1189 0.000
H 2.833407 5.092335 -4.922389 0.0549 0.5543 -0.4816 0.000
C 5.227368 11.204288 -0.661710 1.0566 -0.3052 -0.9495 0.000
C 5.720710 10.121720 -1.659725 -1.8646 -1.1936 1.7736 0.000
C 4.455317 9.795174 -2.479010 0.9891 -0.7817 -2.1180 0.000
C 4.782090 8.951629 -3.719303 1.3156 -0.5095 0.6258 0.000
C 6.006755 9.440485 -4.464405 -0.2254 1.4682 0.0350 0.000
C 7.278700 9.887131 -3.643713 -0.2041 -0.2419 -0.1105 0.000
N 6.818034 10.639437 -2.464898 -2.1971 0.6303 -1.4272 0.000
O 7.857463 11.041990 -1.663814 0.4910 0.0004 0.3050 0.000
C 8.074825 8.647896 -3.257874 0.3541 -0.0685 0.3061 0.000
C 8.181203 10.837541 -4.468486 -0.8690 -0.1285 -0.0061 0.000
C 6.107846 8.855117 -0.857645 0.3519 -0.7405 0.1478 0.000
H 5.204729 12.068374 -1.325750 0.0563 0.5197 0.6539 0.000
H 5.947374 11.261641 0.154631 -0.0613 0.5064 -0.1006 0.000
H 4.231796 11.052348 -0.244775 0.0627 -0.3563 -0.1490 0.000
H 3.747280 9.139977 -1.971550 -0.1794 0.8364 0.7665 0.000
H 4.047827 10.714600 -2.899366 -0.4383 0.2110 0.5670 0.000
H 4.003658 8.968273 -4.482117 -0.3725 -0.3255 0.4100 0.000
H 5.029136 7.926001 -3.445189 -0.6623 -0.3186 0.2310 0.000
H 5.559437 10.313480 -4.939674 0.8067 0.4536 -0.5734 0.000
H 6.149737 8.665235 -5.217161 0.8955 0.3035 -0.1868 0.000
H 8.715561 8.310416 -4.072542 -0.3661 -0.2589 -0.1842 0.000
H 8.794716 8.888355 -2.475545 0.0855 -0.0117 0.1759 0.000
H 7.416789 7.870830 -2.868965 0.2489 -0.2032 -0.2955 0.000
H 8.422842 10.263084 -5.362743 0.1886 0.4908 -0.2879 0.000
H 7.621416 11.751585 -4.666633 -0.2754 -0.1809 -0.5178 0.000
H 9.079534 11.241643 -4.001783 0.1067 -0.7536 0.3890 0.000
H 7.172870 8.819917 -0.628338 0.1744 -0.0062 -0.0216 0.000
H 5.886208 7.923370 -1.378049 0.0845 0.0272 -0.3157 0.000
H 5.652130 8.685116 0.117814 -0.3480 0.6789 -0.0428 0.000
H 8.146103 10.194404 -1.317544 0.8468 -0.0665 0.7343 0.000
C 4.085474 11.920052 3.202039 0.6931 -0.9140 -0.1720 0.000
C 3.975635 13.302762 2.515966 0.6502 -1.5467 0.0095 0.000
C 5.408610 13.679568 1.985960 -0.7891 1.1265 0.4800 0.000
C 5.412522 14.980317 1.107998 0.2707 -0.8348 1.6641 0.000
C 4.457568 14.700637 0.048153 -0.5626 -0.2045 -2.3082 0.000
C 3.001458 14.326697 0.436232 -0.8885 0.9082 -0.5310 0.000
N 3.023988 13.159063 1.343644 2.7021 0.2815 0.3578 0.000
O 1.772515 12.671634 1.785229 -0.0461 0.7336 -0.4269 0.000
C 2.300714 15.559414 1.061791 -0.6757 -0.3465 0.2589 0.000
C 2.254177 13.971151 -0.903644 0.4408 -0.4675 0.4234 0.000
C 3.585977 14.276119 3.569990 -0.6252 1.6912 0.3336 0.000
H 3.318793 11.574929 3.895726 -0.8112 0.4627 -0.7508 0.001
H 4.928427 11.763015 3.874994 0.6953 0.9449 -0.0719 0.000
H 4.284849 11.149146 2.457696 -0.4514 -0.1653 -0.2179 -0.001
H 6.029262 13.848724 2.865895 0.0837 -0.3351 0.0795 0.000
H 5.765341 12.811760 1.431206 0.2389 0.3613 -0.1673 0.000
H 6.406284 15.221821 0.730896 0.0754 -0.3803 -0.1926 0.000
H 5.088942 15.929862 1.534334 0.0837 -0.2391 1.1438 0.000
H 4.928533 13.940858 -0.575563 -0.5218 -0.3031 -0.1873 0.000
H 4.428765 15.593293 -0.576705 -0.5294 0.0456 -0.3303 0.000
H 2.986693 16.315194 1.444316 -0.0980 0.0660 -0.1910 0.000
H 1.555970 15.995532 0.396012 0.3901 0.2746 -0.3053 0.000
H 1.685053 15.218281 1.894081 0.0879 -0.0087 0.1557 0.000
H 2.558410 14.587730 -1.749451 0.4978 0.1468 0.2015 0.000
H 2.508695 12.937614 -1.138393 -0.0346 -0.1024 -0.2271 0.000
H 1.169983 14.079788 -0.932061 -0.0922 -0.1486 0.7213 0.000
H 4.288756 14.395551 4.394576 0.3213 -0.5702 -0.0668 0.000
H 2.621502 14.049032 4.024230 -0.1756 0.0747 -0.1813 0.000
H 3.574408 15.264919 3.111481 -0.3719 0.1048 0.3544 0.000
H 1.646690 12.026890 1.085178 -0.5557 -0.4004 0.2346 0.000
C -0.056259 11.525295 8.945232 -0.7209 0.9315 1.3587 0.000
C -0.058140 10.182110 8.225880 -0.7236 0.9377 0.8707 -0.008
C -0.928638 10.287681 6.972294 -0.4128 0.2739 -1.3765 0.002
C -0.431068 11.242134 5.829254 0.7363 -1.2388 0.3088 0.000
C 1.033937 10.868731 5.461746 -0.3201 -0.5147 0.9208 -0.006
C 2.020750 10.601572 6.695062 -1.0909 -1.4000 -1.0956 0.011
N 1.299597 9.820802 7.818069 0.2896 -1.0378 -2.0685 0.011
O 2.168411 9.588880 8.921295 -0.6070 0.3923 -0.5667 0.000
C 3.161796 9.701367 6.176955 -0.7567 -0.0410 0.2698 -0.038
C 2.590482 11.883218 7.118879 0.2921 2.0324 1.3603 0.002
C -0.679602 9.157468 9.268032 1.1008 -0.2999 -0.4759 0.001
H 0.607819 11.533218 9.809547 0.4631 -0.0694 0.0483 0.000
H 0.091551 12.476354 8.433644 0.2893 -0.4403 -0.6210 0.000
H -1.007379 11.682408 9.453959 -0.3559 -0.1755 -0.1162 0.000
H -1.067343 9.307236 6.516669 0.6762 -0.3124 -0.0553 0.000
H -1.979275 10.524778 7.139761 0.0390 0.4249 0.9143 0.000
H -1.079355 11.057356 4.972695 0.1252 -0.2764 -0.1514 0.000
H -0.537615 12.322078 5.931593 0.0816 0.0398 0.9134 0.000
H 1.410217 11.670101 4.825873 0.4616 -0.0378 0.1474 0.000
H 1.059215 9.954645 4.868531 -0.2863 -0.0554 -0.0477 0.006
H 3.869435 9.451276 6.967395 0.1095 0.1768 0.0055 0.004
H 3.671191 10.227860 5.369850 0.0855 -0.1989 0.0573 0.010
H 2.736225 8.767238 5.810358 0.1376 0.0362 -0.2231 0.054
H 3.060290 11.799151 8.098827 0.1047 0.0741 0.1977 0.000
H 1.826133 12.657363 7.186587 -0.0607 0.0644 0.1508 0.000
H 3.361031 12.321947 6.484947 0.0138 -0.4517 -0.4018 -0.001
H -0.652904 8.145940 8.862797 -0.3918 0.0912 -0.3243 -0.001
H -0.104437 9.049244 10.187581 0.5490 0.4232 -0.0684 0.000
H -1.664812 9.404622 9.663454 -0.1918 0.2408 -0.7540 0.000
H 2.104406 10.431071 9.377622 0.5294 0.2220 0.7772 0.000
C 0.493956 5.247732 8.724391 0.1283 -0.1678 0.1615 -0.092
C 2.016984 5.219013 9.213047 -1.7783 0.4241 -1.2746 -0.035
C 2.228868 3.711390 9.538873 -0.2218 0.2645 0.0201 0.007
C 3.644682 3.235761 9.685469 1.5851 0.7164 0.3400 -0.010
C 4.568038 3.797579 8.538734 -2.2926 -0.7431 0.5783 -0.161
C 4.435828 5.297910 8.269336 0.4027 1.5434 0.8656 0.128
N 2.983970 5.706191 8.132645 -0.8781 -2.4763 -0.4446 -0.113
O 2.758793 7.008798 7.574416 0.1868 -1.4738 0.6335 -0.160
C 5.129749 6.180982 9.358050 0.1507 -1.0352 -0.0126 0.008
C 5.097322 5.554802 6.931210 0.4885 1.0715 -0.1365 -0.127
C 2.083111 6.069772 10.503427 0.7019 -0.8161 -0.5386 0.003
H -0.126911 4.723379 9.450822 0.3044 0.1543 0.7246 -0.009
H 0.211414 4.608973 7.887573 0.8353 0.0748 -0.7706 0.040
H -0.025958 6.195062 8.581721 0.6261 0.2947 -0.0553 0.066
H 1.661444 3.668831 10.468567 0.2047 -0.5169 0.2818 -0.006
H 1.741340 2.985462 8.888134 -0.3495 0.6746 -0.6137 0.034
H 3.722270 2.148720 9.706127 -0.2414 -0.0721 -0.3191 -0.005
H 3.994083 3.497110 10.684332 0.4317 0.3989 0.0320 0.001
H 4.147449 3.347443 7.639526 0.0772 -0.2472 -0.2917 0.144
H 5.586202 3.414581 8.607619 0.0820 0.5570 0.1925 -0.002
H 4.947609 7.242783 9.192238 0.2417 -0.0138 -0.0677 0.000
H 4.883218 5.931506 10.390081 -0.6358 -0.0185 -0.1139 -0.002
H 6.189227 5.925061 9.368766 0.2539 0.4769 -0.4912 0.000
H 6.155553 5.295578 6.963759 -0.0550 -0.5107 -0.0041 -0.003
H 4.604800 5.074312 6.085847 0.0901 -0.3753 0.0520 0.144
H 5.133379 6.614813 6.679854 -0.3130 0.1585 0.0562 0.001
H 2.245264 7.116959 10.248069 -0.1952 0.1027 0.3132 0.003
H 2.925997 5.685900 11.078136 0.0367 0.3747 0.2176 -0.001
H 1.187120 5.915363 11.104638 -0.0374 0.2592 -0.1541 -0.002
H 2.706894 7.647710 8.289050 -0.1916 0.8524 0.2949 0.010
C 6.542483 1.899279 6.050157 0.5507 0.7647 0.5339 -0.002
C 6.525843 2.084430 4.548213 -0.0484 -0.3264 -0.4886 0.005
C 7.676898 1.186786 3.917862 -1.3752 1.7005 -0.6122 -0.001
C 7.563345 1.033979 2.368483 -0.7129 -0.8643 2.3674 0.000
C 6.210792 0.435180 2.065465 0.1815 1.2939 0.0804 0.001
C 4.951084 1.170964 2.714572 1.1534 -0.0844 -1.2018 0.004
N 5.165258 1.626928 4.100784 2.5772 -1.6726 -0.4235 0.039
O 4.172565 2.480938 4.524134 -0.5800 1.0482 0.0967 -0.120
C 4.461094 2.275737 1.768095 -0.3753 0.2950 -0.5715 -0.054
C 3.979361 0.043539 2.835452 -1.6822 -0.3555 0.8954 -0.006
C 6.739201 3.547907 4.168076 0.0585 -0.2574 -1.0015 0.011
H 7.571834 1.896232 6.408656 0.2212 -0.3340 -0.0152 0.000
H 6.021155 1.002327 6.384517 0.0430 0.0363 -0.0716 -0.001
H 6.145791 2.792869 6.532058 -0.4776 -0.2116 0.0112 -0.001
H 8.596832 1.737879 4.113046 0.1469 -0.3391 0.5092 0.000
H 7.613289 0.241579 4.456981 0.3894 -0.2342 -0.3362 0.000
H 8.235428 0.207838 2.136341 0.6989 0.7173 -0.6877 0.000
H 7.644182 1.962948 1.804063 0.7518 -0.0615 0.2051 0.000
H 6.289763 -0.621512 2.320912 -0.5983 -0.0084 0.1122 0.000
H 6.232799 0.546869 0.981427 -1.1457 -0.4555 -0.2119 0.000
H 5.213134 2.990945 1.434910 0.4915 -0.3223 -0.0751 0.000
H 4.015639 1.804424 0.892005 0.2539 -0.0975 -0.2491 -0.001
H 3.676019 2.952196 2.105969 -0.1288 -0.3913 0.7720 0.048
H 3.039326 0.433773 3.225508 -0.3076 0.0051 0.0888 0.011
H 3.701109 -0.543788 1.960404 0.4517 0.2197 -0.3061 -0.001
H 4.377154 -0.606371 3.614857 -0.0905 -0.2705 -0.1696 -0.001
H 7.739766 3.961393 4.294620 0.1168 -0.1904 0.7992 -0.001
H 5.976190 4.191144 4.606433 0.1434 -0.0021 -0.2186 0.009
H 6.678501 3.547684 3.079766 -0.5026 0.4458 -0.1432 -0.001
H 3.564574 1.937067 5.030250 -0.1437 -0.0492 0.2180 0.059
```
Forces are in eV/Å.

***

Record 2
ORCA calculation (ωB97M-V with the def2-TZVPD basis set) on a cluster of 2 separate species, C6H18N2O2P in total.

Computed properties:
Maximum force in Eh/bohr: 0.1419
HOMO energy in eV: -10.69
Orbital gap in eV: 4.33
Net charge: +1

```
29
Properties=species:S:1:pos:R:3:forces:R:3:lowdin_charge:R:1
O 2.476746 -4.206551 2.632984 -1.7814 4.6624 1.4195 0.083
N 2.065853 -3.071999 2.901550 4.7935 -5.4966 0.2870 -0.044
O 1.029140 -2.742162 2.110084 -5.5992 -0.7076 -0.1684 -0.334
P -0.452567 -3.516761 2.597053 0.9530 1.0914 -1.5672 1.123
H -1.410500 -2.477681 2.899753 0.8235 -0.6456 -0.2924 0.049
H -0.340534 -4.353223 3.765060 0.3536 0.5388 -0.8010 0.049
H -0.937144 -4.283386 1.455544 0.4626 0.6010 1.0562 0.056
C 1.329627 2.432624 -2.427424 -0.0597 0.0889 0.0982 -0.084
C 0.834538 1.104725 -1.858767 0.1602 0.1306 -0.0155 -0.266
N 0.594616 1.118310 -0.413265 0.0180 -0.5291 0.4310 -0.184
C 0.358601 -0.220610 0.142363 0.4719 0.3642 -0.2432 -0.266
C -0.894716 -0.961415 -0.313639 -0.3696 0.0212 0.1147 -0.093
C -0.303263 2.160138 0.086313 0.2415 0.3521 -0.1195 -0.247
C -1.722765 2.188947 -0.468103 -0.3852 0.1679 0.0730 -0.086
H 2.255316 2.753608 -1.938743 -0.1706 -0.0454 -0.0042 0.083
H 1.535355 2.322895 -3.497685 -0.0516 -0.0408 0.1856 0.079
H 0.584448 3.226802 -2.322813 0.1055 -0.0697 -0.0067 0.068
H 1.610765 0.359753 -2.080518 -0.2017 -0.0431 0.2568 0.119
H -0.058561 0.799956 -2.414195 -0.1027 -0.0405 -0.1468 0.096
H 0.356354 -0.163707 1.238037 -0.0177 0.2736 -0.0515 0.097
H 1.228163 -0.845475 -0.102219 -0.0158 0.1912 -0.1303 0.105
H -1.792251 -0.571652 0.171855 0.0192 0.0153 -0.1661 0.058
H -0.821346 -2.018570 -0.036579 0.0557 -0.2087 -0.0735 0.030
H -1.037716 -0.920536 -1.396873 0.0163 -0.0587 0.1691 0.080
H 0.159099 3.135402 -0.109160 0.0494 -0.2383 -0.0813 0.107
H -0.353408 2.106631 1.180291 0.1450 -0.2223 -0.1060 0.114
H -1.760644 2.019493 -1.546823 0.0399 0.0025 0.0746 0.073
H -2.171982 3.171410 -0.278330 0.0716 -0.1695 -0.0414 0.081
H -2.361226 1.453035 0.024252 -0.0251 0.0148 -0.1504 0.052
```
Forces are in eV/Å.

***

> maximum force of number 1 (C61H127F3N6O9Y)?

0.0650 Eh/bohr

***

> What is the maximum force in the second record?

0.1419 Eh/bohr

***

> Which formula does entry 2 have?

C6H18N2O2P